An isolated molecule of C6H12O. Source: OMol25; level of theory: ωB97M-V with the def2-TZVPD basis set.

Geometry as ORCA input:
```
! RIJCOSX wB97M-V def2-TZVPD def2/J DEFGRID3
* xyz 0 1
C 2.2868 -1.1513 -0.2611
C 1.3654 -0.1430 0.4300
C -0.1062 -0.2138 -0.0225
C -0.1407 0.1584 -1.4861
O -0.3193 -0.6081 -2.4033
C -0.9806 0.7450 0.7967
C -2.4704 0.6666 0.4663
H 3.3382 -0.8980 -0.0868
H 2.1196 -2.1661 0.1168
H 2.1242 -1.1746 -1.3453
H 1.4015 -0.2876 1.5172
H 1.7303 0.8783 0.2448
H -0.4804 -1.2420 0.0629
H 0.0770 1.2370 -1.6801
H -0.6197 1.7720 0.6389
H -0.8277 0.5309 1.8621
H -3.0402 1.3800 1.0708
H -2.8676 -0.3349 0.6668
H -2.6662 0.8941 -0.5885
*
```

Its SMILES is CCC(C=O)CC. Its energy above the lowest of the compared OMol25 structures with the same formula, charge and spin is 37.9 kJ/mol. Its HOMO-LUMO gap is 10.8 eV.